# 1
An isolated molecule of C3H4P2 in a non-equilibrium geometry, computed with ωB97M-V with the def2-TZVPD basis set.

CARTESIAN COORDINATES (ANGSTROEM)
C: -0.07463 -1.58266 -0.30164
C: -0.96403 -0.63591 -0.27493
C: 1.14115 1.12600 0.17322
P: 2.17914 -0.17139 0.07075
P: -0.59675 1.14257 -0.31621
H: -0.01727 -2.64609 -0.34760
H: -2.04147 -0.80599 -0.34086
H: 1.50248 2.12630 0.38800
H: -1.12862 1.44717 0.94927

Values from the calculation:
Gap between HOMO and LUMO (spin up / spin down) in eV: 8.14 / 8.14
DFT total energy in Eh: -799.27118
Total charge: 0
LUMO (spin up / spin down) in eV: -0.2 / -0.2

# 2
A cluster of 2 separate species, C3H4P2 in total in a non-equilibrium geometry, computed with ωB97M-V with the def2-TZVPD basis set.

CARTESIAN COORDINATES (ANGSTROEM)
C: 0.69224 0.04994 0.18835
C: -0.57753 0.06491 0.64150
C: -1.70399 -0.05396 -0.29368
P: -3.30968 -1.02529 -0.07598
P: -3.14766 0.98100 0.06152
H: 1.60587 0.29734 0.66800
H: 1.04791 -0.24361 -0.75253
H: -0.93822 0.41359 1.68164
H: -1.29646 -0.16342 -1.70765

Values from the calculation:
Gap between HOMO and LUMO in eV: 7.58
DFT total energy in Eh: -799.27994
Total charge: 0
LUMO in eV: -1.0

# 3
An isolated molecule of C3H4S in a non-equilibrium geometry, computed with ωB97M-V with the def2-TZVPD basis set.

CARTESIAN COORDINATES (ANGSTROEM)
C: -0.58411 0.34889 -0.18448
C: -2.10920 0.80369 0.24676
C: 1.04218 -0.28191 0.28696
S: -2.03879 -0.78075 -0.35790
H: -0.21693 0.88428 -1.03912
H: 1.68738 0.49091 0.13601
H: 1.21405 -1.09318 -0.45397
H: 1.00542 -0.37192 1.36575

Values from the calculation:
Gap between HOMO and LUMO in eV: 8.89
DFT total energy in Eh: -514.70611
Total charge: 0
LUMO in eV: -0.3

# 4
An isolated molecule of C3H4S2 in a non-equilibrium geometry, computed with ωB97M-V with the def2-TZVPD basis set.

CARTESIAN COORDINATES (ANGSTROEM)
C: -1.08525 -0.09390 0.50361
C: 0.03836 0.78222 -0.02679
C: 1.09692 -0.16515 -0.47709
H: -0.79894 -0.74265 1.34380
H: 0.40662 1.49347 0.75872
H: -0.30628 1.27046 -0.96472
H: 0.74882 -0.81939 -1.27423
S: -2.59639 -0.13626 -0.09058
S: 2.57450 -0.13505 0.09920

Values from the calculation:
Gap between HOMO and LUMO in eV: 7.89
DFT total energy in Eh: -913.02317
Total charge: 0
LUMO in eV: -1.0
SMILES: S=CCC=S

# 5
A structure of composition C3H4S2 in a non-equilibrium geometry, computed with ωB97M-V with the def2-TZVPD basis set.

CARTESIAN COORDINATES (ANGSTROEM)
C: -0.72023 0.05108 -0.21495
C: 0.00670 -1.22375 0.03281
C: 0.52605 1.25581 -0.08182
H: -0.12584 -1.49633 1.00839
H: -0.17718 -2.07720 -0.79937
H: 0.70470 1.52016 1.25942
H: 0.44759 2.19463 -0.74514
S: -2.26546 -0.00077 -0.19703
S: 1.60367 -0.22364 -0.26231

Values from the calculation:
Gap between HOMO and LUMO in eV: 8.47
DFT total energy in Eh: -912.94945
Total charge: 0
LUMO in eV: -0.4

# 6
An isolated molecule of C3H4S3 in a non-equilibrium geometry, computed with ωB97M-V with the def2-TZVPD basis set.

CARTESIAN COORDINATES (ANGSTROEM)
C: -1.09970 0.10679 -0.30728
C: 0.23306 -0.20455 0.24514
C: 1.35905 0.84028 0.19612
H: -1.39411 -2.24252 0.08946
H: 0.26504 -0.96244 0.99130
H: 0.97266 1.79006 -0.15268
H: 2.08570 0.88954 1.01197
S: -2.20461 -1.25418 -0.39969
S: -1.69386 1.60244 -0.67258
S: 1.47677 -0.56541 -1.00177

Values from the calculation:
Gap between HOMO and LUMO in eV: 8.26
DFT total energy in Eh: -1311.22696
Total charge: 0
LUMO in eV: -0.6
SMILES: S=C(S)[C@@H]1CS1

# 7
An isolated molecule of C3H5B in a non-equilibrium geometry, computed with ωB97M-V with the def2-TZVPD basis set.

CARTESIAN COORDINATES (ANGSTROEM)
B: 2.62060 0.25458 0.12031
C: -1.38156 -0.11541 -0.15481
C: 1.03557 -0.05524 0.00172
C: -0.42388 0.71816 -0.06902
H: -2.41580 0.04804 -0.20013
H: -1.18050 -1.17147 0.12362
H: 1.22707 -0.85736 -0.78301
H: 0.97406 -0.63273 0.88747
H: -0.45557 1.81143 0.07384

Values from the calculation:
Gap between HOMO and LUMO in eV: 8.80
DFT total energy in Eh: -141.96087
Total charge: 0
LUMO in eV: 0.3

# 8
An isolated molecule of C3H5B in a non-equilibrium geometry, computed with ωB97M-V with the def2-TZVPD basis set.

CARTESIAN COORDINATES (ANGSTROEM)
B: -1.46074 -0.05386 0.15434
C: 1.42837 0.72030 -0.07005
C: 1.34846 -0.63805 -0.08036
C: 0.11860 0.17064 0.04557
H: -2.18993 0.75252 0.67930
H: -1.72102 -1.14447 0.35060
H: 2.01688 1.58782 0.14887
H: 1.91442 -1.59582 -0.25808
H: -1.45503 0.20092 -0.97019

Values from the calculation:
Gap between HOMO and LUMO (spin up / spin down) in eV: 6.77 / 6.32
DFT total energy in Eh: -141.82381
⟨S²⟩: 2.0343
Total charge: 0
2S+1: 3
LUMO (spin up / spin down) in eV: 0.8 / -4.4

# 9
A cluster of 2 separate species, C3H5BN2O2 in total in a non-equilibrium geometry, computed with ωB97M-V with the def2-TZVPD basis set.

CARTESIAN COORDINATES (ANGSTROEM)
B: -0.29268 0.97674 1.64831
C: 1.21390 -1.94838 -0.90417
C: 1.10764 -1.91352 1.53243
C: 1.83804 -0.81570 -1.10591
N: 0.82838 -2.23585 0.40892
N: -1.06422 0.27709 0.95974
O: 1.07868 -1.62252 2.65335
O: 0.65822 1.63731 2.22114
H: 0.77695 -2.54389 -1.70661
H: 2.25917 -0.23301 -0.25916
H: 2.17632 -0.41818 -2.08257
H: -1.58905 -0.28810 0.23132
H: 0.69718 1.92322 3.20453

Values from the calculation:
Gap between HOMO and LUMO in eV: 9.58
DFT total energy in Eh: -402.15975
Total charge: 0
LUMO in eV: 0.3
SMILES: [H]/N=B\O.C=CN=C=O

# 10
A cluster of 2 separate species, C3H5BO2 in total in a non-equilibrium geometry, computed with ωB97M-V with the def2-TZVPD basis set.

CARTESIAN COORDINATES (ANGSTROEM)
B: -0.43274 -0.63323 -0.20668
C: 1.72794 1.58418 0.37492
C: 0.62665 1.13755 0.53036
C: -1.62361 -0.09232 0.68665
O: 0.44043 -1.59018 0.24318
O: -0.51857 -0.21588 -1.55038
H: 2.66341 2.18997 0.50554
H: -2.21774 0.83197 0.48243
H: -1.78321 -0.32002 1.70896
H: 1.11902 -1.89335 -0.31985
H: -0.05869 -0.74542 -2.11588

Values from the calculation:
Gap between HOMO and LUMO (spin up / spin down) in eV: 7.86 / 7.86
DFT total energy in Eh: -292.51183
Total charge: 0
LUMO (spin up / spin down) in eV: -1.8 / -1.8

# 11
A structure of composition C3H5BeO3 in a non-equilibrium geometry, computed with ωB97M-V with the def2-TZVPD basis set.

CARTESIAN COORDINATES (ANGSTROEM)
O: -0.56163 1.08099 0.27547
C: -1.04080 -0.90613 0.74238
C: 0.50281 0.96501 -0.63131
O: -2.01614 -1.51236 1.10818
O: -0.55398 -1.13051 -0.45876
C: 0.70930 -0.53995 -0.79611
H: 1.46361 1.41633 -0.33232
H: 0.21336 1.42912 -1.58906
H: 1.48646 -0.93999 -0.13134
H: 0.91501 -0.80769 -1.83890
H: -0.61411 -0.36616 1.93323
Be: -0.50390 1.31133 1.71852

Values from the calculation:
Gap between HOMO and LUMO (spin up / spin down) in eV: 7.42 / 9.01
DFT total energy in Eh: -357.66136
⟨S²⟩: 0.7537
Total charge: 0
2S+1: 2
LUMO (spin up / spin down) in eV: 0.2 / -0.8

# 12
A structure of composition C3H5BeO3 in a non-equilibrium geometry, computed with ωB97M-V with the def2-TZVPD basis set.

CARTESIAN COORDINATES (ANGSTROEM)
H: -0.21187 -1.99206 -0.21451
C: 0.43069 -1.22362 -0.96801
C: -0.69417 -0.43340 -0.50229
O: -0.71715 -0.00218 0.74109
C: -1.26473 1.22621 1.06371
O: -0.18974 1.87595 1.39733
H: 0.20162 -1.69653 -1.94156
H: -1.32321 0.12017 -1.21003
H: -0.38393 2.72050 1.84331
Be: 1.25316 0.43782 1.14794
O: 1.65151 -0.49344 -0.07179
H: 1.24782 -0.53943 -1.28518

Values from the calculation:
Gap between HOMO and LUMO (spin up / spin down) in eV: 6.16 / 8.93
DFT total energy in Eh: -356.69750
⟨S²⟩: 0.7590
Total charge: +2
2S+1: 2
LUMO (spin up / spin down) in eV: -12.0 / -11.8